# C3H3NO

The molecule C3H3NO (the ωB97M-V functional and the def2-TZVPD basis, the OMol25 dataset).

Last column: natural (NBO) charge in e.
Cartesian coordinates (Å):
C  -0.076  -1.020  0.089  -0.13
C  0.327  -0.264  -0.898  0.03
C  -0.257  0.967  0.712  0.34
H  -0.165  -2.084  0.127  0.22
H  0.793  -0.439  -1.899  0.22
H  -0.317  1.981  1.163  0.19
N  -0.567  -0.178  1.176  -0.46
O  0.261  1.036  -0.470  -0.41

Calculated values
* SMILES: c1cocn1
* HOMO-LUMO gap: 10.992 eV